Record 1
A structure of composition C50H42N4OP2SSbSe2Tl, computed with the ωB97M-V functional and the def2-TZVPD basis.

The geometry in XYZ format:
```
104
Properties=species:S:1:pos:R:3:forces:R:3:mulliken_charge:R:1
Tl 2.235 -0.106 0.552 0.29 -0.18 -0.31 1.053
Se -4.425 -1.597 3.243 -0.12 0.02 0.49 0.114
P -4.022 0.294 2.275 -0.03 1.01 -0.44 1.507
C -4.270 1.586 3.505 -0.14 -0.35 -0.07 0.379
C -3.257 1.860 4.423 0.03 0.00 -0.08 -0.275
C -3.471 2.815 5.401 0.05 -0.02 0.04 -0.739
C -4.689 3.481 5.469 -0.02 -0.02 -0.03 -0.550
C -5.703 3.187 4.568 -0.03 0.05 0.05 -0.753
C -5.504 2.229 3.587 0.05 -0.03 -0.03 -0.542
C -5.151 0.569 0.894 0.08 -0.13 0.19 0.196
C -5.988 -0.450 0.448 0.03 0.03 0.00 -0.475
C -6.842 -0.217 -0.619 -0.01 -0.03 -0.04 -0.766
C -6.861 1.027 -1.233 0.00 -0.05 0.02 -0.481
C -6.024 2.042 -0.785 0.01 0.07 -0.02 -0.846
C -5.166 1.822 0.278 0.01 -0.05 0.03 -0.196
C -2.355 0.468 1.633 0.09 -0.30 0.29 0.602
C -1.182 -0.293 1.625 -0.30 -0.15 -0.25 -0.464
N -0.329 0.365 0.829 0.09 0.20 0.25 0.665
N -0.916 1.478 0.414 0.19 -0.01 -0.12 -0.504
N -2.131 1.563 0.879 -0.21 -0.02 -0.07 -0.821
P -0.646 -1.868 2.286 0.38 -0.20 -0.12 0.313
Se 0.814 -2.775 0.975 0.11 0.40 0.03 -0.239
C -2.059 -2.986 2.221 0.29 0.03 0.28 0.351
C -2.933 -2.883 1.133 -0.04 0.11 -0.05 -0.332
C -3.929 -3.832 0.965 -0.08 -0.40 -0.03 -0.601
C -4.045 -4.881 1.869 -0.05 0.06 -0.21 -0.696
C -3.176 -4.979 2.949 0.08 -0.03 0.08 -0.796
C -2.175 -4.037 3.129 0.06 0.02 -0.06 -0.431
C -0.024 -1.589 3.962 -0.18 -0.10 -0.20 0.391
C 1.345 -1.655 4.201 0.03 -0.05 0.00 -0.546
C 1.833 -1.383 5.470 0.01 0.03 0.06 -0.854
C 0.961 -1.044 6.494 0.03 -0.01 -0.01 -0.519
C -0.405 -0.972 6.253 -0.10 0.01 -0.01 -0.887
C -0.902 -1.243 4.989 0.07 -0.02 0.00 0.054
H -2.309 1.337 4.362 0.02 0.06 0.01 0.298
H -2.688 3.041 6.112 0.00 0.02 -0.01 0.456
H -4.849 4.231 6.231 0.00 0.00 0.00 0.416
H -6.653 3.701 4.630 0.01 0.00 0.01 0.429
H -6.295 1.990 2.888 -0.01 0.03 0.00 0.425
H -5.984 -1.417 0.935 -0.02 0.01 0.01 0.382
H -7.494 -1.007 -0.966 -0.02 0.02 0.00 0.439
H -7.535 1.206 -2.059 0.01 0.02 -0.01 0.425
H -6.043 3.011 -1.266 -0.01 0.00 0.01 0.427
H -4.506 2.603 0.630 -0.01 0.05 -0.06 0.483
H -2.822 -2.072 0.422 0.02 -0.05 -0.05 0.655
H -4.605 -3.763 0.123 0.00 0.02 0.01 0.548
H -4.811 -5.631 1.725 -0.01 0.02 0.03 0.463
H -3.270 -5.802 3.645 -0.01 0.01 0.01 0.455
H -1.493 -4.110 3.967 -0.01 -0.03 -0.02 0.515
H 2.023 -1.934 3.405 -0.03 -0.05 0.01 0.449
H 2.895 -1.446 5.663 0.00 0.00 -0.01 0.452
H 1.343 -0.843 7.486 0.01 0.01 -0.01 0.426
H -1.087 -0.709 7.051 0.01 -0.02 0.00 0.484
H -1.965 -1.201 4.803 -0.13 0.01 0.02 0.419
O 1.301 1.435 -1.319 0.02 -0.08 0.17 -0.041
C 1.689 2.805 -1.231 0.06 0.18 -0.09 -0.424
C 2.958 3.015 -0.443 0.13 0.02 -0.02 0.619
C 3.865 3.987 -0.845 -0.03 0.08 0.10 -0.683
C 4.984 4.230 -0.068 0.00 -0.02 0.05 -0.555
C 5.177 3.485 1.086 0.02 -0.05 -0.02 -0.728
C 4.250 2.508 1.395 0.02 0.05 0.02 -0.232
N 3.163 2.289 0.656 -0.28 -0.12 -0.03 -0.141
H 0.370 1.403 -1.033 -0.06 0.07 0.01 0.271
H 0.892 3.374 -0.745 -0.04 -0.03 -0.03 0.497
H 1.834 3.194 -2.242 -0.05 0.05 0.10 -0.121
H 3.691 4.534 -1.762 -0.03 0.02 0.15 0.666
H 5.705 4.981 -0.360 -0.02 0.02 0.00 0.453
H 6.035 3.642 1.724 0.01 -0.01 -0.01 0.428
H 4.382 1.869 2.261 -0.01 0.03 0.02 0.416
S 4.469 -0.194 -1.160 -0.43 -0.11 0.01 -0.515
Sb 3.372 -0.438 -3.196 0.30 -0.09 0.19 1.193
C 2.990 1.525 -3.934 0.14 -0.66 0.01 0.628
C 3.985 2.465 -3.698 0.00 -0.11 -0.10 -0.640
C 3.825 3.755 -4.182 -0.02 0.00 -0.15 -0.623
C 2.677 4.096 -4.884 0.07 0.06 0.03 -0.581
C 1.683 3.152 -5.104 -0.10 -0.09 -0.02 -0.735
C 1.839 1.854 -4.637 0.01 0.04 -0.07 -0.332
C 1.693 -1.718 -2.969 0.36 0.41 -0.16 0.539
C 0.383 -1.265 -3.063 -0.06 -0.01 0.00 -0.147
C -0.656 -2.181 -2.949 -0.05 0.06 0.01 -0.744
C -0.383 -3.525 -2.748 0.02 -0.04 0.03 -0.470
C 0.929 -3.966 -2.635 0.01 0.01 0.04 -0.910
C 1.975 -3.062 -2.742 -0.02 -0.03 0.05 -0.748
C 4.800 -1.516 -4.357 -0.51 0.32 0.17 0.716
C 4.430 -2.650 -5.066 -0.02 0.04 -0.06 -0.253
C 5.409 -3.391 -5.713 -0.03 -0.05 -0.04 -0.641
C 6.736 -2.993 -5.657 -0.03 0.02 0.02 -0.519
C 7.091 -1.840 -4.969 0.06 0.07 0.02 -0.707
C 6.124 -1.097 -4.310 -0.01 0.00 0.04 -0.633
H 4.873 2.195 -3.136 -0.01 0.04 0.02 0.342
H 4.600 4.492 -4.015 0.01 0.01 -0.04 0.499
H 2.557 5.100 -5.270 0.00 0.01 0.02 0.420
H 0.788 3.420 -5.649 0.02 0.01 -0.01 0.446
H 1.070 1.117 -4.831 0.01 0.01 -0.03 0.508
H 0.168 -0.216 -3.222 -0.01 -0.02 0.01 0.194
H -1.680 -1.840 -3.032 0.00 0.00 -0.01 0.487
H -1.195 -4.237 -2.676 0.00 0.01 0.00 0.453
H 1.141 -5.014 -2.463 -0.01 0.00 -0.01 0.451
H 3.000 -3.402 -2.651 -0.02 -0.04 -0.01 0.562
H 3.393 -2.960 -5.124 0.01 -0.03 0.01 0.485
H 5.130 -4.282 -6.261 0.01 0.00 0.00 0.406
H 7.498 -3.584 -6.148 -0.01 0.02 -0.03 0.400
H 8.123 -1.518 -4.937 0.00 -0.03 0.00 0.401
H 6.404 -0.211 -3.753 0.05 -0.02 0.01 0.289
```
Forces are in eV/Å.

Results
Total energy: -8520.78721 Eh
ΔE to the lowest compared entry with this formula, charge and spin: 1.323 eV
LUMO energy (alpha / beta): -0.266 / -0.252 hartree
Frontier orbital gap (alpha / beta): 4.809 / 5.902 eV
Net charge: +2

Record 2
A structure of composition C16H25N5O2Sn, computed with the ωB97M-V functional and the def2-TZVPD basis.

The geometry in XYZ format:
```
49
Properties=species:S:1:pos:R:3:forces:R:3:mulliken_charge:R:1
Sn 0.676 0.220 -1.548 0.40 0.62 0.44 1.418
C -3.054 -1.343 -1.571 0.06 0.03 0.12 -1.051
C -2.871 -0.780 -0.209 -0.34 0.04 0.25 0.479
O -1.714 -0.129 0.051 0.14 0.18 0.26 0.167
C -3.691 -0.737 0.867 0.08 -0.15 -0.15 -1.328
C -3.020 0.001 1.861 0.21 0.18 -0.02 1.178
C -3.474 0.410 3.206 0.00 0.04 0.11 -1.161
N -1.842 0.377 1.391 -0.39 -0.62 -0.74 0.507
N -0.971 1.148 2.003 0.31 0.54 0.66 -0.817
C 0.161 1.593 1.513 -0.51 -0.54 -0.23 0.373
O 0.633 1.280 0.357 0.07 -0.15 -0.12 -0.738
C 0.893 2.526 2.385 0.18 0.14 0.11 0.593
C 0.874 2.371 3.771 -0.04 -0.06 -0.10 -0.264
C 1.531 3.286 4.573 0.00 0.06 0.05 -0.722
C 2.173 4.377 4.002 0.03 -0.04 -0.02 -0.409
C 2.194 4.534 2.623 0.01 0.03 0.02 -0.668
C 1.571 3.601 1.812 -0.04 -0.09 -0.09 -0.357
H -2.186 -1.128 -2.196 -0.11 0.03 -0.08 0.062
H -3.936 -0.895 -2.028 0.05 0.00 -0.09 0.402
H -3.221 -2.418 -1.520 0.03 -0.03 -0.03 0.358
H -4.671 -1.174 0.958 -0.01 0.03 -0.02 0.494
H -4.339 -0.175 3.505 0.00 -0.01 -0.01 0.385
H -3.755 1.466 3.185 0.03 0.00 0.01 0.303
H -2.672 0.299 3.933 -0.01 0.00 0.01 0.338
H 0.358 1.526 4.208 -0.01 0.03 0.02 0.406
H 1.535 3.157 5.647 -0.01 0.00 0.00 0.408
H 2.663 5.106 4.634 0.01 -0.01 0.00 0.407
H 2.688 5.389 2.183 0.01 -0.01 -0.01 0.409
H 1.574 3.720 0.736 0.02 0.01 0.01 0.381
N 0.369 -0.075 -4.274 -0.01 -0.36 -0.39 -0.540
C 1.140 -1.325 -4.404 -0.17 0.02 0.13 -0.749
C 0.467 -2.443 -3.620 0.16 0.25 -0.40 -0.530
N 0.386 -2.192 -2.154 -0.15 -0.35 0.15 -0.118
C 1.307 -3.040 -1.360 0.27 -0.12 0.08 -0.830
C 2.625 -2.332 -1.105 -0.22 -0.18 -0.12 -0.514
N 2.301 -1.126 -0.330 0.14 0.27 -0.02 -0.480
H 0.766 0.623 -4.898 0.02 0.11 0.17 0.253
H -0.568 -0.235 -4.635 -0.03 0.05 -0.01 0.244
H 1.235 -1.642 -5.445 0.11 -0.08 0.03 0.494
H 2.149 -1.155 -4.015 0.03 0.02 -0.10 0.270
H -0.546 -2.569 -4.007 -0.02 -0.07 0.04 0.387
H 1.009 -3.371 -3.809 -0.10 -0.03 0.06 0.339
H -0.552 -2.449 -1.869 -0.04 -0.04 0.02 0.131
H 0.837 -3.246 -0.396 -0.04 -0.06 -0.03 0.447
H 1.495 -3.998 -1.850 -0.14 0.03 -0.01 0.370
H 3.308 -2.996 -0.574 0.02 0.04 -0.03 0.448
H 3.091 -2.043 -2.047 0.09 0.02 0.05 0.269
H 1.936 -1.416 0.576 -0.06 0.19 0.06 0.250
H 3.136 -0.581 -0.120 -0.03 0.08 -0.04 0.306
```
Forces are in eV/Å.

Results
Total energy: -1262.66004 Eh
ΔE to the lowest compared entry with this formula, charge and spin: 0.736 eV
LUMO energy: -0.252 hartree
Frontier orbital gap: 6.965 eV
Net charge: +2

Record 3
A structure of composition C47H37N4O32P2, computed with the ωB97M-V functional and the def2-TZVPD basis.

The geometry in XYZ format:
```
122
Properties=species:S:1:pos:R:3:forces:R:3:mulliken_charge:R:1
N 3.824 -1.474 -2.862 -0.06 0.47 0.47 -0.575
C 2.410 -1.671 -2.754 0.45 0.18 0.34 -0.712
N 1.784 -1.034 -1.567 0.12 -0.33 -0.44 0.314
C 1.797 -1.520 -0.279 0.51 -0.58 -0.59 0.055
C 1.163 -0.640 0.507 -0.36 0.91 -0.06 -1.820
P 0.926 -0.828 2.269 -0.18 -0.94 0.78 -0.172
P 2.719 0.054 3.199 -0.31 -1.05 0.40 1.022
O 3.285 -0.971 4.060 0.16 -0.44 0.29 -0.633
O 3.720 0.545 2.104 0.58 0.30 -0.88 -0.501
O 2.282 1.352 3.962 -0.41 0.97 0.25 -0.486
N 0.746 0.389 -0.318 1.92 -4.38 -1.25 0.846
C 1.111 0.117 -1.562 0.16 -0.20 1.20 0.132
N 0.861 0.910 -2.659 -0.24 -0.11 -0.15 -0.537
C -0.220 0.767 -3.232 1.07 -0.13 0.21 0.791
O -1.182 0.642 -3.820 -1.14 0.15 -0.68 -0.336
H 4.009 -0.492 -3.018 0.17 0.14 -0.36 0.319
H 4.270 -1.664 -1.974 0.25 -0.44 0.05 0.282
H 2.179 -2.718 -2.716 -0.30 -0.37 0.13 0.276
H 1.946 -1.236 -3.613 -0.42 0.13 -0.52 0.509
H 2.245 -2.449 -0.019 0.25 -0.56 0.10 1.032
H -0.089 0.094 2.565 0.07 0.56 -0.28 0.195
H 3.329 0.617 1.230 0.06 0.16 -0.25 0.392
H 1.335 1.498 3.898 -0.17 0.26 0.24 0.353
H 0.201 1.222 -0.055 -0.06 -1.39 0.28 0.703
C 1.370 4.079 0.919 -0.25 -0.62 0.08 -1.596
C 1.859 5.312 0.667 0.13 0.13 -0.02 0.549
C 1.549 6.049 -0.623 -0.15 0.01 -0.43 0.704
O 2.018 7.159 -0.751 0.05 -0.04 0.18 -0.632
C 0.720 5.389 -1.614 0.03 0.06 0.00 -0.333
C 0.244 4.169 -1.346 -0.02 0.10 -0.04 0.142
C 0.545 3.456 -0.061 0.47 0.97 0.12 1.189
O 0.033 2.337 0.042 -1.92 6.04 1.18 -0.286
O -0.531 3.470 -2.164 -0.20 0.03 -0.10 -0.665
O 2.625 5.967 1.492 -0.03 -0.06 0.02 -0.564
H 1.585 3.545 1.834 0.06 0.06 0.07 0.567
H 0.507 5.907 -2.538 -0.07 0.02 -0.03 0.604
H -0.746 2.647 -1.681 -0.19 0.19 -0.02 0.117
H 2.835 6.826 1.070 0.02 0.07 -0.04 0.355
C 1.501 -6.018 2.359 0.01 -0.01 -0.08 -1.274
C 1.004 -7.006 3.122 0.07 0.27 -0.06 0.333
C 0.571 -6.772 4.553 0.04 0.28 0.09 1.287
O 0.108 -7.727 5.143 -0.02 -0.17 -0.01 -0.645
C 0.741 -5.450 5.112 0.05 -0.11 0.12 -0.787
C 1.249 -4.467 4.357 0.08 -0.15 0.06 0.223
C 1.636 -4.693 2.915 -0.10 -0.07 -0.19 0.988
O 2.025 -3.728 2.272 0.15 0.02 0.00 -0.508
O 1.443 -3.242 4.814 -0.06 0.09 -0.06 -0.622
O 0.838 -8.240 2.706 -0.04 -0.27 -0.12 -0.579
H 1.797 -6.173 1.332 0.01 -0.03 0.00 0.491
H 0.448 -5.297 6.138 -0.02 0.04 0.02 0.432
H 1.871 -2.715 4.112 0.21 0.07 0.09 0.133
H 0.459 -8.737 3.459 -0.02 0.01 0.06 0.371
C -4.306 0.697 -0.463 0.49 -0.09 0.01 -1.694
C -5.490 0.171 -0.098 0.13 0.00 0.00 0.384
C -5.594 -1.032 0.820 0.31 -0.24 0.16 1.028
O -6.709 -1.414 1.102 -0.17 0.09 -0.07 -0.601
C -4.370 -1.646 1.306 -0.22 -0.09 0.06 -1.008
C -3.204 -1.111 0.937 0.13 0.00 0.20 -0.101
C -3.101 0.090 0.037 -0.49 0.09 -0.19 1.013
O -1.953 0.458 -0.213 -0.33 0.15 -0.20 -0.148
O -2.006 -1.537 1.321 -0.27 -0.29 0.17 -0.772
O -6.651 0.641 -0.494 -0.10 0.13 -0.06 -0.570
H -4.221 1.548 -1.115 -0.09 0.09 -0.07 0.668
H -4.444 -2.508 1.956 0.06 -0.01 -0.02 0.720
H -1.408 -0.903 0.883 0.26 -0.02 -0.16 0.315
H -7.340 0.081 -0.083 -0.03 -0.05 0.05 0.368
C 6.145 7.228 -3.886 0.05 0.06 -0.06 -0.912
C 5.020 6.733 -3.350 0.26 0.01 -0.01 0.398
C 5.029 5.522 -2.448 0.30 -0.11 0.01 0.903
O 3.952 5.154 -2.001 -0.23 -0.02 0.04 -0.339
C 6.284 4.870 -2.171 -0.11 -0.09 0.08 -1.230
C 7.413 5.363 -2.708 -0.17 -0.02 0.04 0.374
C 7.411 6.588 -3.597 -0.20 0.15 -0.09 1.049
O 8.488 6.959 -4.016 0.10 -0.07 0.02 -0.601
O 8.601 4.839 -2.518 0.17 -0.10 0.05 -0.570
O 3.826 7.256 -3.553 -0.23 0.08 -0.07 -0.618
H 6.150 8.095 -4.531 -0.03 0.02 0.00 0.454
H 6.277 3.997 -1.535 0.05 0.00 0.02 0.460
H 9.235 5.394 -3.016 0.02 0.05 -0.03 0.373
H 3.192 6.726 -3.036 0.02 0.02 0.07 0.265
C -4.855 -2.821 5.137 -0.09 0.11 -0.02 -0.955
C -3.831 -3.656 4.920 -0.11 0.08 0.02 0.285
C -2.948 -4.161 6.035 0.00 0.05 0.22 1.006
O -2.056 -4.928 5.718 -0.09 0.00 -0.10 -0.490
C -3.206 -3.707 7.381 0.09 -0.05 0.06 -1.143
C -4.230 -2.868 7.606 0.15 -0.16 -0.16 0.375
C -5.129 -2.381 6.492 0.05 -0.10 -0.29 1.018
O -6.038 -1.635 6.799 -0.04 0.09 0.13 -0.618
O -4.543 -2.400 8.795 -0.04 0.09 0.23 -0.565
O -3.493 -4.114 3.724 -0.01 0.00 -0.18 -0.547
H -5.495 -2.458 4.345 -0.02 -0.03 0.01 0.519
H -2.560 -4.062 8.171 -0.02 0.00 0.04 0.466
H -5.323 -1.823 8.675 -0.05 0.01 -0.03 0.371
H -2.723 -4.700 3.869 0.05 -0.04 0.05 0.308
C 3.025 -6.926 -5.240 0.03 -0.09 -0.07 -0.937
C 2.791 -5.868 -4.454 -0.09 -0.13 -0.07 0.311
C 1.392 -5.472 -4.040 -0.31 -0.02 0.04 0.925
O 1.251 -4.501 -3.302 0.42 -0.12 -0.12 -0.501
C 0.283 -6.246 -4.527 -0.11 -0.03 -0.03 -1.115
C 0.512 -7.309 -5.320 0.08 0.25 0.17 0.424
C 1.911 -7.723 -5.717 0.22 0.16 0.09 1.034
O 2.015 -8.705 -6.421 -0.09 -0.10 -0.08 -0.595
O -0.437 -8.068 -5.810 -0.23 -0.18 -0.12 -0.558
O 3.764 -5.099 -3.986 0.12 0.08 0.06 -0.552
H 4.021 -7.218 -5.539 0.03 0.02 0.02 0.448
H -0.713 -5.945 -4.237 -0.02 -0.03 0.00 0.439
H 0.001 -8.763 -6.343 0.04 -0.02 0.00 0.374
H 3.350 -4.407 -3.447 -0.04 0.07 0.04 0.231
C -4.121 4.865 -2.478 0.12 -0.02 -0.03 -0.964
C -5.163 4.487 -1.725 0.07 0.13 -0.09 0.158
C -5.965 5.471 -0.905 0.07 0.32 0.01 1.137
O -6.897 5.017 -0.272 -0.05 -0.15 0.05 -0.631
C -5.574 6.864 -0.920 -0.11 0.01 0.11 -1.030
C -4.531 7.245 -1.672 -0.14 -0.11 0.06 0.355
C -3.745 6.264 -2.510 -0.04 -0.23 -0.02 0.990
O -2.825 6.712 -3.169 0.10 0.07 0.05 -0.669
O -4.101 8.489 -1.749 0.05 0.19 0.02 -0.552
O -5.595 3.243 -1.621 0.00 -0.06 -0.09 -0.494
H -3.545 4.172 -3.073 0.00 -0.05 -0.05 0.538
H -6.144 7.558 -0.319 0.01 0.04 -0.02 0.440
H -3.345 8.490 -2.366 0.02 -0.02 -0.06 0.367
H -6.368 3.272 -1.019 -0.09 -0.02 0.02 0.352
```
Forces are in eV/Å.

Results
Total energy: -5122.44558 Eh
LUMO energy: -0.173 hartree
Frontier orbital gap: 6.273 eV
Net charge: +1

Record 4
A cluster of 5 separate species, C4H19N3O5 in total, computed with the ωB97M-V functional and the def2-TZVPD basis.

The geometry in XYZ format:
```
31
Properties=species:S:1:pos:R:3:forces:R:3:mulliken_charge:R:1
C -1.047 -1.605 0.933 1.22 -0.54 -0.78 -1.762
C 0.220 -0.851 0.415 0.07 -0.08 0.19 2.181
N 1.058 -1.599 -0.488 0.39 0.00 0.26 -0.316
C 0.406 -2.039 -1.707 -0.03 -1.06 0.85 -0.639
N 0.289 -0.984 -2.671 -0.26 -0.76 -0.13 -0.546
C 1.053 -0.419 1.618 -0.09 0.60 -0.64 -0.190
N 0.440 0.527 2.382 1.07 -0.48 0.49 -0.267
O 2.182 -0.801 1.836 0.11 -0.43 0.16 -0.658
H -0.799 -2.643 0.731 -0.22 -0.36 0.18 0.465
H -1.120 -1.508 2.007 -0.65 0.23 0.14 0.467
H -1.938 -1.401 0.346 -0.27 0.26 0.40 0.381
H -0.068 0.064 -0.111 -0.04 0.02 0.21 -0.993
H 1.639 -2.272 0.004 -0.23 0.07 -0.20 0.278
H -0.583 -2.459 -1.476 -0.28 0.29 -0.14 0.358
H 0.938 -2.916 -2.063 0.35 0.16 -0.42 0.471
H -0.124 -0.222 -2.142 0.64 0.63 -0.73 0.013
H 1.229 -0.782 -3.009 -0.46 0.58 0.22 0.297
H -0.488 0.802 2.164 -0.90 0.32 -0.03 0.302
H 0.810 0.618 3.310 -0.03 0.25 0.18 0.213
O -1.798 1.571 1.055 0.07 0.30 0.45 -0.594
H -2.661 1.756 1.446 0.04 -0.19 -0.31 0.244
H -1.914 0.904 0.366 -0.53 0.20 -0.18 0.253
O -2.747 0.540 -1.450 -0.28 -0.35 -1.40 -0.654
H -3.048 0.959 -2.287 -0.02 -0.07 0.96 0.307
H -2.054 -0.029 -1.830 -0.14 0.12 0.37 0.359
O 1.537 2.477 0.283 0.09 -0.11 0.24 -0.731
H 2.266 1.855 0.392 0.14 0.02 -0.08 0.329
H 1.058 2.377 1.120 -0.03 -0.01 -0.23 0.356
O -0.400 1.752 -1.644 0.43 0.19 0.02 -0.624
H 0.459 1.889 -1.192 -0.48 0.35 -0.03 0.384
H -1.042 2.284 -1.152 0.33 -0.18 -0.04 0.313
```
Forces are in eV/Å.

Results
Total energy: -704.28843 Eh
ΔE to the lowest compared entry with this formula, charge and spin: 0.000 eV
LUMO energy: 0.013 hartree
Frontier orbital gap: 9.096 eV
Structure (SMILES): C[C@H](NCN)C(N)=O.O.O.O.O

- Which of these has the lowest total energy?
  C50H42N4OP2SSbSe2Tl

- total energy of number 1 (C50H42N4OP2SSbSe2Tl)?
  -8520.78721 Eh